ORCA calculation (ωB97M-V/def2-TZVPD) on a structure of composition C18H20B2BaBr10O16 at a distorted geometry.

Values from the calculation:
- Frontier orbital gap (spin up / spin down): 0.135 / 0.309 Eh
- DFT total energy: -27717.62710 a.u.
- LUMO (spin up / spin down): 0.0235 / 0.0238 Eh
- Spin multiplicity: 2
- Maximum force: 6.82 eV/Å
- ⟨S²⟩: 0.7503
- HOMO energy (spin up / spin down): -3.021 / -7.749 eV
- Molecular weight: 1450.3 g mol⁻¹
- Charge: -1

Positions of all 67 atoms, in Å:
1 C 16.58074 3.98548 12.52843
2 Br 21.61723 -2.17789 11.83468
3 H 24.35403 4.99318 19.63559
4 C 24.82859 4.65412 18.71476
5 C 15.18482 4.51920 12.88428
6 Br 26.39513 5.80251 18.35801
7 C 20.61564 -4.35318 18.45268
8 Br 22.21014 -4.59496 22.99445
9 Br 19.10193 -3.34220 17.66769
10 B 21.92570 1.22847 15.84061
11 C 23.83992 4.66290 17.54411
12 Br 22.25774 -0.06736 21.85359
13 O 14.05259 1.39509 8.45076
14 O 22.63159 -2.17585 15.56977
15 H 19.77875 -4.71303 11.35729
16 H 25.82063 1.68988 15.90181
17 Br 18.94113 -5.69975 13.63241
18 C 21.39868 -5.06850 17.32687
19 O 22.34066 0.91341 17.17264
20 H 25.26397 0.04902 16.38949
21 H 21.89600 -2.23786 23.90785
22 H 20.71401 -5.76711 16.84596
23 H 22.73978 -2.29754 20.78665
24 C 20.54013 2.97788 15.25136
25 C 14.34320 1.77641 9.58787
26 H 24.31489 4.50574 16.57571
27 O 17.64447 4.55665 12.85970
28 O 22.78269 2.23379 15.21806
29 O 20.54685 1.79021 15.80836
30 O 16.37818 3.02001 11.74260
31 H 18.95532 -3.57022 12.44818
32 B 14.96310 2.79665 11.53764
33 O 14.30500 3.73116 12.39960
34 C 22.42115 -1.00445 15.87441
35 H 27.87533 -0.35075 16.82041
36 H 21.00505 -2.19512 21.21839
37 H 25.17559 3.65030 18.95981
38 C 22.00694 3.26843 14.87922
39 O 14.57121 1.44478 11.90902
40 Ba 19.95602 5.84254 13.32126
41 Br 26.57806 -0.06315 14.23505
42 H 23.42657 -2.54250 23.05585
43 O 14.93067 5.48193 13.66849
44 H 27.64126 1.45792 17.28080
45 O 22.26240 4.26492 14.20014
46 C 22.34086 -2.60669 22.98364
47 H 21.72075 -4.50266 12.99654
48 H 20.10470 -5.03310 19.13440
49 Br 22.81520 6.38813 17.49653
50 O 13.74577 -0.28582 10.80233
51 Br 26.50204 -0.21624 18.75746
52 O 19.58433 3.73771 14.98619
53 C 14.12381 0.86344 10.85031
54 Br 22.88212 -6.16983 18.06582
55 H 20.64704 -3.30909 13.89322
56 O 14.70143 2.96656 10.07487
57 H 21.23597 -3.61115 18.95534
58 H 23.06324 3.90339 17.63365
59 O 23.01137 -0.95162 18.22386
60 C 22.71163 -0.30805 17.24169
61 C 20.96919 -3.71563 12.93455
62 C 19.70821 -4.35586 12.38469
63 H 21.75774 -4.30239 16.63966
64 C 26.09643 0.64079 16.00882
65 C 22.02501 -2.02511 21.56317
66 C 27.21200 0.48185 17.05468
67 O 22.02343 -0.06843 15.10461